Molecular formula: BrClFN
Method: DFT, ωB97M-V/def2-TZVPD

Computed properties:
Max |F|: 0.812 eV/Å
Orbital gap: 9.54 eV
Calculated total energy: -3188.6846 a.u.
SMILES: FN(Cl)Br

Each line ends with the Löwdin charge.
Element x y z (Å)
1 F 0.36 -0.49 -1.22  -0.22
2 N 0.20 -0.38 0.15  -0.92
3 Cl 1.11 1.02 0.64  0.53
4 Br -1.67 -0.15 0.44  0.61

Molecular formula: BrClHIN2
Method: DFT, ωB97M-V/def2-TZVPD

Computed properties:
Max |F|: 3.171 eV/Å
Orbital gap: 8.77 eV
Calculated total energy: -3441.9034 a.u.

Each line ends with the Löwdin charge.
Element x y z (Å)
1 N -0.73 -0.60 0.32  -0.72
2 N -1.88 -0.30 0.61  -0.50
3 Cl -0.20 -2.16 0.47  0.58
4 Br 2.66 0.43 -0.07  0.17
5 I -2.16 1.76 0.22  0.62
6 H 2.31 0.87 -1.54  -0.16

LUMO level, record by record: -0.9, -1.1 eV
E_HOMO, record by record: -10.5, -9.8 eV
Energy above the lowest of the compared OMol25 structures with the same formula, charge and spin, record by record: 0.0, 40.5 kJ/mol